1.
# C3H8N3OS

An isolated ion of composition C3H8N3OS and charge +1 at a distorted geometry (the ωB97M-V functional and the def2-TZVPD basis, OMol25).

Computed properties:
structure (SMILES) = NC(=S)[C@H](N)C(=[NH2+])O
total charge = +1
2S+1 = 1
Kohn-Sham gap = 8.11 eV

The geometry in XYZ format:
```
16
C3H8N3OS, DFT the ωB97M-V functional and the def2-TZVPD basis
C 1.15433 0.70689 0.15985
C -0.48502 -1.18554 -0.00720
H -2.12309 -0.83140 0.87507
N 1.01548 1.56791 1.16953
H -1.64842 1.51574 0.00764
H 0.12132 2.03975 1.31798
H 0.38741 -2.99951 0.25021
C -0.31532 0.08805 -0.73852
H 1.91245 2.02104 1.51245
H 1.19228 -1.78873 -0.67589
H 0.19332 0.04078 -1.78043
N -1.28863 1.05503 -0.77554
S 2.50561 -0.05822 -0.32422
O -1.41021 -1.39464 0.97882
H -1.58102 1.32596 -1.70086
N 0.36951 -2.10310 -0.26888
```



2.
# C3H8N3S

A 2-piece molecular cluster, C3H8N3S overall at a distorted geometry (the ωB97M-V functional and the def2-TZVPD basis, OMol25).

Computed properties:
total charge = +1
2S+1 = 1
Kohn-Sham gap = 7.92 eV

The geometry in XYZ format:
```
15
C3H8N3S, DFT the ωB97M-V functional and the def2-TZVPD basis
C -0.12068 -0.35710 1.49092
H 4.34519 -0.59034 -0.98180
S 1.50326 0.08119 0.26455
H -3.08929 1.51000 1.25222
N 3.87799 -0.10419 -0.14968
H -4.12832 0.47650 0.27687
N -1.22394 -0.24229 1.04955
H 3.99148 -0.80789 0.57649
H 4.26804 0.75996 -0.11066
N -2.15506 -0.10056 0.30403
C 0.91077 1.36379 -0.34354
H -3.10192 1.53151 -0.66524
H 0.06790 -0.92518 2.48974
H 1.44777 1.93912 -1.12580
C -3.15365 0.92546 0.34160
```



3.
# C3H8N3S

An isolated ion of composition C3H8N3S and charge +1 at a distorted geometry (the ωB97M-V functional and the def2-TZVPD basis, OMol25).

Computed properties:
structure (SMILES) = C/[NH+]=N\C(=[NH2+])C[S-]
total charge = +1
2S+1 = 1
Kohn-Sham gap (spin up / spin down) = 5.51 / 5.57 eV

The geometry in XYZ format:
```
15
C3H8N3S, DFT the ωB97M-V functional and the def2-TZVPD basis
H 0.04364 2.82145 -0.36185
H -1.07910 -0.58700 -1.54008
C 0.80138 2.04013 -0.27400
S -2.41630 0.47607 0.08775
N 0.64836 -0.10752 0.81536
H -0.07590 -3.04052 -0.16718
H 1.76651 2.53453 -0.12010
C -0.00371 -1.04040 0.23643
N 0.46921 1.18997 0.83013
H 0.84447 1.46187 -1.19388
H -1.88647 -1.75539 -0.46061
N 0.45357 -2.28291 0.23287
H 0.43280 1.60148 1.75810
H 1.34284 -2.49757 0.65943
C -1.34132 -0.81420 -0.50235
```



4.
# C3H8N4

One molecule with the formula C3H8N4 (the ωB97M-V functional and the def2-TZVPD basis, OMol25).

Computed properties:
structure (SMILES) = C/N=C(N)\N=C/N
2S+1 = 1
Kohn-Sham gap = 9.35 eV

The geometry in XYZ format:
```
15
C3H8N4, DFT the ωB97M-V functional and the def2-TZVPD basis
C 1.69198 -0.93201 0.15407
H -0.49678 2.20012 1.43523
H -1.19043 -0.67684 1.27947
H 1.93716 0.06086 0.54423
N -1.04547 -0.04713 -2.04883
H -1.42553 0.40376 2.60793
H 2.59791 -1.40852 -0.20896
H -1.42041 0.83975 -2.34270
N -0.19130 1.18350 -0.27244
C -0.10883 0.02634 -1.03611
N 0.74951 -0.90741 -0.93003
H 1.30705 -1.53388 0.98246
C -0.56076 1.23856 0.93375
N -1.04978 0.23028 1.69493
H -0.79433 -0.67736 -2.79300
```



5.
# C3H8N4

One molecule with the formula C3H8N4 at a distorted geometry (the ωB97M-V functional and the def2-TZVPD basis, OMol25).

Computed properties:
structure (SMILES) = [H]/N=C/N(N)/C=N/C
2S+1 = 1
Kohn-Sham gap = 9.22 eV

The geometry in XYZ format:
```
15
C3H8N4, DFT the ωB97M-V functional and the def2-TZVPD basis
C -2.49940 -0.02138 0.06766
H 2.17917 -1.76191 1.08609
H 2.75881 1.08181 -0.08596
H 1.88696 -2.03860 -0.58740
N -1.17657 0.44061 -0.17412
H 1.26442 2.90750 -0.25178
H -3.30306 0.02493 -0.76080
H -0.54016 -1.44050 -0.06467
C -0.32584 -0.41393 -0.14946
N 0.73168 2.09037 0.06907
H -2.77303 -1.08223 0.15833
N 1.94970 -1.19588 0.03191
H -2.72466 0.55716 0.94783
C 1.56321 1.09739 -0.04945
N 1.00876 -0.24534 -0.23725
```



6.
# C3H8N4

C3H8N4 as an isolated structure at a distorted geometry (the ωB97M-V functional and the def2-TZVPD basis, OMol25).

Computed properties:
2S+1 = 1
Kohn-Sham gap = 9.20 eV

The geometry in XYZ format:
```
15
C3H8N4, DFT the ωB97M-V functional and the def2-TZVPD basis
H 0.49336 2.51050 -0.62599
C -0.31177 0.63666 0.48594
H 0.13346 -1.31478 1.78647
N 0.36527 1.44150 -0.47612
H 0.94465 -1.07454 -0.63047
N 1.59531 -0.54820 -1.26140
H -1.13644 -2.73707 1.57886
N -1.43387 -1.32633 0.15449
H 0.48385 0.29520 1.20307
H -0.88920 1.39221 1.26058
H -1.47622 0.38004 -1.27753
H 1.88813 1.53754 -1.75781
C 1.37826 0.82106 -1.20067
N -0.67304 -1.94087 0.98726
C -1.36175 -0.07292 -0.22668
```



7.
# C3H8N4

One molecule with the formula C3H8N4 at a distorted geometry (the ωB97M-V functional and the def2-TZVPD basis, OMol25).

Computed properties:
structure (SMILES) = CC1(C)N=NN1N
2S+1 = 1
Kohn-Sham gap = 10.18 eV

The geometry in XYZ format:
```
15
C3H8N4, DFT the ωB97M-V functional and the def2-TZVPD basis
N 0.58880 -0.35069 -1.04071
H 0.86490 1.61528 0.82265
H 0.66936 0.39645 -2.84950
H -0.33538 1.08583 2.01430
N 1.71189 -0.79897 -0.43091
H -2.17672 -0.59561 0.26467
N 1.16964 -1.03021 0.70246
C -1.29312 -1.13641 0.61546
N 0.75824 0.72883 -1.89132
H -0.86055 1.67567 0.43361
H -1.43331 -1.35478 1.67997
C -0.03907 -0.32283 0.41688
H -1.24185 -2.09564 0.09173
H 1.70535 1.08879 -1.77619
C -0.08819 1.09429 0.94690
```



8.
# C3H8N4

C3H8N4 as an isolated structure at a distorted geometry (the ωB97M-V functional and the def2-TZVPD basis, OMol25).

Computed properties:
2S+1 = 1
Kohn-Sham gap = 9.42 eV

The geometry in XYZ format:
```
15
C3H8N4, DFT the ωB97M-V functional and the def2-TZVPD basis
C 3.22255 -0.45758 -0.04992
H -0.35918 1.54868 1.39931
H -3.30237 -0.58344 -0.47084
N 1.02718 -0.75152 0.24559
H 0.05677 2.26662 -0.78889
N 2.14565 0.28667 -0.28779
C -0.11194 -0.14505 -0.10862
N -2.43301 -0.41980 0.14696
H -2.69233 -0.54269 1.14043
C -0.62921 1.28481 -0.05416
H 4.03173 0.37625 -0.16773
N -1.25577 -0.87745 -0.48562
H 3.32345 -1.56959 0.62226
H -1.88243 1.53024 -0.36445
H -1.14108 -1.94617 -0.77655
```



9.
# C3H8N4

One molecule with the formula C3H8N4 at a distorted geometry (the ωB97M-V functional and the def2-TZVPD basis, OMol25).

Computed properties:
2S+1 = 1
Kohn-Sham gap (spin up / spin down) = 7.95 / 7.82 eV

The geometry in XYZ format:
```
15
C3H8N4, DFT the ωB97M-V functional and the def2-TZVPD basis
H 1.59575 -1.24187 1.16639
N -1.65516 0.39946 -0.63354
H -0.35260 -0.35986 2.25503
H -2.54015 -0.07261 -0.39479
N -1.02668 -0.26475 1.50716
N 0.88850 0.59699 -1.47733
H -2.25821 0.86328 -2.39188
H 2.72380 -0.46338 0.08606
H -1.56384 -1.11865 1.60228
C 1.79700 -0.30928 0.63951
C -0.64401 0.08993 0.20638
H 1.82328 0.40106 -1.84077
H 1.96082 0.47197 1.37956
C 0.67884 0.08011 -0.30081
N -1.42735 0.92760 -1.80324
```



10.
# C3H8N4O

One molecule with the formula C3H8N4O at a distorted geometry (the ωB97M-V functional and the def2-TZVPD basis, OMol25).

Computed properties:
structure (SMILES) = [H]/N=C(\N)CNNC=O
2S+1 = 1
Kohn-Sham gap = 10.13 eV

The geometry in XYZ format:
```
16
C3H8N4O, DFT the ωB97M-V functional and the def2-TZVPD basis
C -1.40804 -0.15806 0.34730
C -0.88580 0.28133 -0.97449
N 1.52098 0.68132 -1.04560
H -0.88002 1.35883 -0.90359
H -1.57335 -1.71331 1.61086
H 2.06364 1.12779 -1.76318
H 0.61790 -1.07677 -0.95297
H -0.05928 -1.53242 0.83670
H -1.49971 0.06289 -1.86171
H 2.64417 1.39315 0.55084
H -2.61545 0.31920 1.77053
O 1.53528 -0.25936 0.94428
N 0.46377 -0.22345 -1.34381
C 1.95010 0.60122 0.20701
N -2.19761 0.68577 0.96880
N -1.06109 -1.45955 0.80338
```



11.
# C3H8N4O

C3H8N4O as an isolated structure at a distorted geometry (the ωB97M-V functional and the def2-TZVPD basis, OMol25).

Computed properties:
2S+1 = 1
Kohn-Sham gap = 9.25 eV

The geometry in XYZ format:
```
16
C3H8N4O, DFT the ωB97M-V functional and the def2-TZVPD basis
H -1.23253 -2.07460 0.37884
C 1.95340 0.25849 0.04394
H 0.84320 -1.62224 0.06821
O 1.76442 1.39942 0.24502
N 0.73046 -0.66258 -0.41144
C -2.80464 -0.39022 0.41802
H 3.22600 -1.42909 -0.29164
N -2.67014 1.11610 -0.12026
N -0.59629 -0.14389 -0.40645
N 3.17086 -0.48647 0.22135
H -1.30334 1.60118 -0.16663
H -2.93979 -0.00144 1.68833
H -2.84570 0.94331 -1.44166
H -3.78304 -1.14794 0.04344
C -1.54129 -0.92352 0.04842
H 3.83076 0.10478 -0.28363
```



12.
# C3H8N4O

One molecule with the formula C3H8N4O at a distorted geometry (the ωB97M-V functional and the def2-TZVPD basis, OMol25).

Computed properties:
2S+1 = 1
Kohn-Sham gap (spin up / spin down) = 7.91 / 7.90 eV

The geometry in XYZ format:
```
16
C3H8N4O, DFT the ωB97M-V functional and the def2-TZVPD basis
C -1.52945 0.00379 0.22232
H 0.38344 -2.07250 0.13232
N 1.15180 -1.44227 -0.07967
N -2.52819 0.16316 1.10382
H -3.36280 -0.39504 1.01014
H 1.11692 1.35677 -1.84837
H 1.91220 -0.18657 -2.21869
H -2.24426 0.45143 2.03112
C 1.58584 0.47302 -1.41507
H 1.59487 -1.26454 0.82453
N 0.62053 -0.22802 -0.58261
O 0.36266 0.58276 1.76251
N -1.31256 -0.60289 -0.83878
H -0.17240 1.69782 0.13933
C -0.04604 0.69478 0.59134
H 2.46744 0.76831 -0.83422
```



13.
# C3H8N4O

One molecule with the formula C3H8N4O at a distorted geometry (the ωB97M-V functional and the def2-TZVPD basis, OMol25).

Computed properties:
structure (SMILES) = [H]/N=C(\NN)NC(C)=O
2S+1 = 1
Kohn-Sham gap = 9.54 eV

The geometry in XYZ format:
```
16
C3H8N4O, DFT the ωB97M-V functional and the def2-TZVPD basis
N 0.77499 1.51985 1.95078
C 0.20070 0.73248 1.05992
H -2.03715 -0.02267 -0.60323
N -2.17656 0.50611 0.23450
N -1.20064 0.26841 1.19387
H -1.40130 -0.53091 1.80039
O -0.59047 -1.12960 -1.21342
H 2.01231 -2.17750 -1.80000
H 1.98792 0.16214 0.14177
H 1.35287 -1.17351 -3.00147
C 0.53620 -0.74983 -1.03899
N 0.96286 0.20101 -0.04484
C 1.66267 -1.14192 -1.95860
H 2.60488 -0.56495 -1.86157
H 0.07565 1.57853 2.73147
H -2.79334 1.25365 0.58577
```



14.
# C3H8N4O

A 2-piece molecular cluster, C3H8N4O overall at a distorted geometry (the ωB97M-V functional and the def2-TZVPD basis, OMol25).

Computed properties:
structure (SMILES) = [H]/N=C(/N)N=C=O.CN
2S+1 = 1
Kohn-Sham gap = 9.75 eV

The geometry in XYZ format:
```
16
C3H8N4O, DFT the ωB97M-V functional and the def2-TZVPD basis
N 1.73022 -0.90338 0.06030
H -1.89747 0.78735 1.96892
H 1.63954 -1.38836 0.94504
H -3.42985 1.11562 1.25265
H 3.44926 0.22404 0.63697
H 2.56666 0.79627 -0.79351
H 1.86638 1.02999 0.80929
N -2.56287 0.60695 1.23815
N -2.80896 0.37145 -1.02659
C 2.45538 0.35044 0.19342
H 2.00384 -1.49168 -0.78540
H -2.37055 0.05352 -1.88079
C -2.07756 0.30134 0.00219
O 0.23544 -1.13470 -1.85673
C -0.07422 -0.62582 -0.82488
N -0.72522 -0.09301 0.06095
```



15.
# C3H8N4O

C3H8N4O as an isolated structure at a distorted geometry (the ωB97M-V functional and the def2-TZVPD basis, OMol25).

Computed properties:
2S+1 = 1
Kohn-Sham gap = 9.16 eV

The geometry in XYZ format:
```
16
C3H8N4O, DFT the ωB97M-V functional and the def2-TZVPD basis
H 1.54173 -1.00764 3.15697
H 0.93847 0.75401 2.63766
C 1.16809 -0.50856 1.00433
N -0.90330 0.43221 -1.45282
O 0.29059 0.40948 0.49378
H -3.09463 1.19257 -1.58636
C 0.28179 0.18355 -0.98712
H 2.13617 0.14459 -1.08291
N 1.33090 0.25614 -1.73852
N 1.21237 -0.15294 2.20672
C -2.25508 0.67654 -0.73185
H -1.00224 0.44518 -2.52915
H -1.85424 1.52779 0.23242
H 1.47070 -2.20810 -0.13343
H -2.96080 -0.46430 -0.25659
N 1.69947 -1.68054 0.76685
```



16.
# C3H8N4O

A 3-piece molecular cluster, C3H8N4O overall at a distorted geometry (the ωB97M-V functional and the def2-TZVPD basis, OMol25).

Computed properties:
2S+1 = 1
Kohn-Sham gap = 8.54 eV

The geometry in XYZ format:
```
16
C3H8N4O, DFT the ωB97M-V functional and the def2-TZVPD basis
C -0.85570 -0.77100 -0.19290
H -2.85748 -1.59311 0.52890
N -1.83324 -0.00329 -0.62691
H 0.48495 1.24652 1.54035
N 2.70856 -0.80346 -0.09395
H -0.73589 2.21141 0.09856
O 0.58520 0.96735 -0.89427
H 1.58926 2.75659 0.27628
C 0.44628 -0.35351 -0.41742
H -1.41416 -1.47134 0.67517
N 1.35123 -1.06781 0.03454
C 0.45789 1.83169 0.43544
H -3.67484 -0.41762 -0.86843
H 3.24872 -0.33388 -1.04081
N -3.03840 -0.40650 0.15202
H 3.53761 -1.79204 0.39344
```



17.
# C3H8N4O

C3H8N4O as an isolated structure at a distorted geometry (the ωB97M-V functional and the def2-TZVPD basis, OMol25).

Computed properties:
2S+1 = 1
Kohn-Sham gap = 9.26 eV

The geometry in XYZ format:
```
16
C3H8N4O, DFT the ωB97M-V functional and the def2-TZVPD basis
H 3.65188 -0.09440 0.46997
O 2.58779 -1.12482 -0.87408
H -1.00072 2.41128 -0.12743
H -2.00707 -2.20034 1.18904
H -1.02775 0.89177 1.06270
N -1.60742 -1.29356 0.57547
C -1.97316 0.33391 -0.74922
C 1.43998 0.59326 0.30641
H 1.69077 -0.78458 -1.29111
C -0.77421 1.04050 -0.11088
H -2.56053 0.92791 -1.40004
H 1.45812 1.43253 1.00976
N 2.57521 -0.28992 0.20904
H -0.55352 -1.34330 0.59346
N -2.33349 -0.94196 -0.49440
N 0.43412 0.44172 -0.36870
```



The following ΔE to the lowest compared entry with this formula, charge and spin values (in kJ/mol) correspond, in order, to the records above: 51.7 616.8 341.2 53.0 463.7 552.0 346.6 898.4 371.5 226.5 799.8 523.7 247.8 152.2 665.3 1142.6 728.0.